1.
Molecular formula: C35H52BFI3N5O11S3
Method: DFT, the ωB97M-V functional and the def2-TZVPD basis

The LUMO energy is 0.003 eV. The HOMO energy is -7.76 eV. The spin multiplicity is 1. As for the orbital gap: 0.285 Eh.

CARTESIAN COORDINATES (ANGSTROEM)
C  -3.76602  0.44264  1.87274
C  -2.70214  0.98647  0.90742
N  -1.76945  -0.05441  0.47570
C  -0.53647  0.51649  -0.10748
C  0.35079  1.04446  1.02839
C  1.71356  0.40710  1.16440
C  2.08026  0.01236  2.46476
N  1.19181  0.25332  3.53824
C  0.39138  -0.67086  3.88237
C  0.12332  -1.91601  3.07927
C  -0.36350  -0.53182  5.17544
C  3.29100  -0.63299  2.75971
C  3.65504  -1.06329  4.16509
C  3.86241  -2.54752  4.27611
N  4.97819  -3.05773  4.57304
C  4.15211  -0.88257  1.69813
O  5.34705  -1.49204  1.93666
C  3.81378  -0.48704  0.40722
C  2.61891  0.16908  0.11494
N  2.38530  0.59949  -1.25198
C  3.25140  1.75167  -1.69150
C  3.80060  2.65204  -0.60365
C  2.72010  3.44569  0.12399
F  2.96040  3.52858  1.48387
C  2.61063  -0.47756  -2.18728
C  1.66142  -0.71267  -3.19548
N  0.49103  0.02448  -3.27060
C  1.93542  -1.71587  -4.13524
O  1.02970  -1.97834  -5.14308
B  1.08892  -1.23751  -6.29864
O  1.87889  -0.10036  -6.40637
O  0.23885  -1.61277  -7.30521
C  3.09331  -2.47652  -4.09710
C  3.29506  -3.53085  -5.11615
I  2.29153  -5.30069  -4.62114
C  4.03472  -3.36350  -6.20628
C  4.74563  -2.07341  -6.51972
I  4.35065  -4.87056  -7.60772
C  4.02011  -2.24241  -3.07765
I  5.78297  -3.35664  -3.01378
C  3.77958  -1.24350  -2.13839
S  4.95249  -0.86658  -0.88157
C  -2.31808  -1.07226  -0.34230
C  -3.65032  -0.88650  -1.02390
O  -1.71478  -2.11443  -0.46937
H  -3.66230  -0.63481  1.99073
H  -4.77678  0.65320  1.52865
H  -3.65325  0.88881  2.85904
H  -2.12820  1.75076  1.42802
H  -3.18294  1.48523  0.06101
H  -0.79857  1.33856  -0.78407
H  -0.04482  -0.28376  -0.64369
H  -0.20215  0.79136  1.92722
H  0.42344  2.13104  1.03648
H  -0.75555  -2.43231  3.45521
H  -0.06177  -1.67092  2.03048
H  0.97930  -2.59149  3.09332
H  -1.41007  -0.76400  4.98511
H  -0.22016  0.45938  5.58659
H  0.05908  -1.26926  5.86235
H  4.55729  -0.55972  4.50772
H  2.82230  -0.80938  4.81747
H  2.97879  -3.16351  4.07725
H  4.91044  -4.07378  4.59727
H  5.52542  -2.12831  1.23111
H  2.65806  2.36736  -2.37514
H  4.09045  1.38313  -2.28282
H  4.43942  3.37746  -1.11317
H  4.45252  2.13279  0.09611
H  2.66745  4.46016  -0.27668
H  1.74580  2.99626  -0.05605
H  0.55806  0.89744  -2.76884
H  0.14509  0.15782  -4.20735
H  2.81798  -0.30675  -6.34493
H  0.65127  -1.55095  -8.17031
H  4.17549  -1.49714  -7.25282
H  5.69736  -2.28685  -7.00116
H  4.91691  -1.50764  -5.60720
H  -4.40692  -1.41233  -0.44109
H  -3.95287  0.14224  -1.17994
H  -3.58094  -1.37800  -1.98604
O  -6.58397  0.73164  -6.14501
S  -6.24368  0.03470  -4.94244
O  -5.40076  0.66720  -3.97329
O  -5.64096  -1.38132  -5.32240
C  -4.55939  -1.41606  -6.28701
C  -3.23561  -1.00939  -5.67957
C  -7.70043  -0.54741  -4.14957
H  -4.81794  -0.79333  -7.14402
H  -4.52868  -2.44807  -6.62884
H  -3.23817  0.04697  -5.41095
H  -2.43088  -1.18619  -6.39438
H  -3.03809  -1.58381  -4.77708
H  -8.31541  -1.06165  -4.88221
H  -8.21804  0.32612  -3.75982
H  -7.41407  -1.21219  -3.33927
O  -2.84768  3.94374  5.90968
S  -1.77999  3.83162  6.85682
O  -0.91891  2.69058  6.82732
O  -2.36867  4.00682  8.32083
C  -3.49372  3.17508  8.68916
C  -3.08118  1.75986  9.03584
C  -0.80119  5.29073  6.83210
H  -4.23258  3.19512  7.88723
H  -3.93084  3.67156  9.55275
H  -2.71704  1.22614  8.15922
H  -3.93676  1.21766  9.43895
H  -2.28251  1.76474  9.77705
H  -1.45753  6.15352  6.89864
H  -0.26114  5.29028  5.88798
H  -0.10633  5.25860  7.66655

=====

2.
Molecular formula: C35H52LaO2P4
Method: DFT, the ωB97M-V functional and the def2-TZVPD basis

The value obtained for the relative energy (zero: lowest compared OMol25 entry of this formula, charge and spin) is 3.59 kcal per mole. As for the net charge: +3. The LUMO energy (alpha / beta) is -10.542 / -10.539 eV. The HOMO energy (alpha / beta) is -14.26 / -14.26 eV. The spin multiplicity is 1. As for the orbital gap (alpha / beta): 0.137 / 0.137 Eh.

CARTESIAN COORDINATES (ANGSTROEM)
La  1.57753  -0.38232  0.54702
P  2.02089  1.25055  -1.89263
P  -1.88244  0.39748  -1.51367
P  -0.54756  -3.07692  -4.47419
H  1.79688  -1.54197  3.14797
C  2.37933  -1.76279  2.24105
C  3.47978  -0.97173  1.86290
H  3.86708  -0.19132  2.53556
C  3.18919  2.44886  -1.12782
C  0.84386  2.36485  -2.74337
C  2.99793  0.66396  -3.32427
C  -2.60891  -1.10360  -0.73134
C  -2.78588  1.69741  -0.57514
C  -2.89711  0.38990  -3.05617
C  1.14436  -3.64574  -4.63442
C  -0.78256  -1.53160  -5.35390
C  -1.67971  -4.31943  -5.11650
H  2.18492  -2.74394  1.77050
H  4.20708  -1.32767  1.11072
H  4.19201  2.00664  -1.07720
H  2.86227  2.70897  -0.11053
H  3.21656  3.36149  -1.73678
H  0.11413  2.76939  -2.03150
H  0.29869  1.81439  -3.52332
H  1.39090  3.19880  -3.20753
H  3.90686  0.16117  -2.96882
H  3.28214  1.50157  -3.97730
H  2.40233  -0.05437  -3.90334
H  -3.57418  -1.33409  -1.19866
H  -2.74016  -0.94959  0.34394
H  -1.91056  -1.93451  -0.89484
H  -3.80627  1.79915  -0.96112
H  -2.26596  2.65549  -0.69023
H  -2.81195  1.44757  0.49262
H  -3.16466  -0.63851  -3.33341
H  -2.31341  0.83498  -3.87329
H  -3.81502  0.97747  -2.91366
H  1.40390  -3.63952  -5.70189
H  1.24382  -4.65912  -4.22512
H  1.81648  -2.98165  -4.07933
H  -0.44320  -1.67823  -6.38894
H  -0.19038  -0.74023  -4.87641
H  -1.84226  -1.24379  -5.33931
H  -1.23240  -4.74940  -6.02362
H  -2.64537  -3.84809  -5.35568
H  -1.83770  -5.10566  -4.36677
C  0.70564  -3.55665  -0.88719
C  -0.22339  -4.56288  -0.46515
C  0.15860  -5.89520  -0.51048
C  1.49405  -6.23620  -0.79746
C  2.45763  -5.23618  -0.92876
C  2.11047  -3.89133  -0.88473
O  0.28003  -2.43201  -1.39924
H  -0.79128  -2.86966  -3.08921
H  -1.23496  -4.24251  -0.20523
H  -0.58918  -6.67119  -0.33425
H  1.79473  -7.28109  -0.88404
H  3.50293  -5.53057  -1.06033
H  2.85668  -3.09766  -1.02053
O  0.53262  1.18354  1.68029
P  -0.22198  1.99411  2.78740
C  -1.49883  0.89124  3.34866
C  -2.85454  1.07285  3.02962
C  -3.75390  0.02401  3.19968
C  -3.32865  -1.20473  3.71680
C  -1.98489  -1.36999  4.08586
C  -1.07459  -0.32723  3.91194
C  1.01261  2.41078  4.02742
C  0.60536  2.86466  5.29805
C  1.56467  3.14714  6.27194
C  2.92334  2.96990  6.00132
C  3.32791  2.52197  4.73797
C  2.38323  2.30116  3.73599
C  -0.86972  3.47799  2.02973
C  -0.25614  4.01472  0.88162
C  -0.78189  5.16077  0.28990
C  -1.88865  5.80740  0.85072
C  -2.47348  5.29693  2.01106
C  -1.96511  4.14589  2.61044
H  -3.22197  2.04473  2.69762
H  -4.80502  0.16705  2.92735
H  -4.04032  -2.02609  3.84823
H  -1.64768  -2.31095  4.51644
H  -0.03767  -0.45113  4.23399
H  -0.45993  2.99813  5.50834
H  1.24106  3.50081  7.25110
H  3.66664  3.18411  6.76850
H  4.38323  2.35333  4.52982
H  2.71510  2.03667  2.72324
H  0.62951  3.52871  0.45804
H  -0.32793  5.55270  -0.61918
H  -2.29438  6.70379  0.38506
H  -3.34067  5.78363  2.45480
H  -2.42056  3.76025  3.52657

=====

| no. | E (eV) |
| --- | --- |
| 1 | -127315.356 |
| 2 | -79224.342 |